# 1
DFT (the ωB97M-V functional and the def2-TZVPD basis) results for a single C6H8N2O2 molecule in a non-equilibrium geometry.

Output
**Largest force on an atom**: 5.98 eV Å⁻¹
**Energy relative to the best compared isomer or geometry (same formula, charge and spin)**: 207.49 kcal/mol
**Orbital gap**: 0.2748 hartree
**Multiplicity**: 1
**Total charge**: 0

Structure (XYZ):
```
18
Properties=species:S:1:pos:R:3:forces:R:3:nbo_charge:R:1
C 1.265453 -1.610951 -0.051659 0.5 -1.3 -1.0 -0.2540
C -0.125552 -1.707640 -0.011852 0.9 1.0 0.5 -0.1837
C 1.816562 -0.348814 -0.111292 -5.4 1.1 0.3 0.1280
C -0.193550 0.651568 0.018330 4.1 -4.4 0.0 0.3619
C -0.580214 2.032458 -0.041560 -4.4 -1.1 -2.3 -0.7187
C -2.334737 -0.524185 0.097000 -0.5 0.9 1.8 -0.4254
N -0.873742 -0.475556 0.082901 2.2 1.1 0.7 -0.3481
N 2.973816 0.315890 -0.001064 0.5 0.5 -0.6 0.4116
O 4.018759 -0.358665 -0.095567 -0.5 0.7 0.3 -0.4354
O 2.890277 1.551025 0.100134 0.8 -0.5 0.1 -0.4419
H 1.992269 -2.526072 -0.245575 -1.8 1.9 0.8 0.2777
H -0.688845 -2.559678 0.253416 -0.3 -0.9 -0.1 0.2110
H -1.579221 2.149339 0.556199 1.8 0.4 -1.3 0.2209
H 0.172313 2.627900 0.258467 2.5 2.1 1.6 0.2643
H -0.664716 2.305744 -1.187068 -0.4 -0.5 2.1 0.2597
H -2.903690 -0.883638 1.018167 1.6 -0.3 -0.9 0.2271
H -2.695359 0.516751 0.094392 0.0 -0.6 -1.0 0.2172
H -2.489820 -1.155468 -0.733368 -1.4 -0.3 -1.0 0.2277
```
Forces are in eV/Å.



# 2
DFT (the ωB97M-V functional and the def2-TZVPD basis) results for 2 unconnected molecules or ions with the total composition C6H8N2O2 in a non-equilibrium geometry.

Output
**SMILES string**: O=c1cc[nH]c(=O)[nH]1.C=C
**Largest force on an atom**: 5.58 eV Å⁻¹
**Energy relative to the best compared isomer or geometry (same formula, charge and spin)**: 42.21 kcal/mol
**Orbital gap**: 0.3649 hartree
**Multiplicity**: 1
**Total charge**: 0

Structure (XYZ):
```
18
Properties=species:S:1:pos:R:3:forces:R:3:nbo_charge:R:1
C 0.225872 -0.096941 -0.845343 -1.4 0.8 0.5 0.6254
C -0.910851 -0.784906 -0.292804 -0.8 -1.0 0.6 -0.3712
C -1.129515 -2.070745 -0.611571 3.4 0.7 -0.5 0.0686
C 0.815082 -2.038113 -2.104645 0.3 -1.8 -0.8 0.7763
C 0.184562 2.123595 2.353426 -1.5 3.2 -0.4 -0.3755
C -0.068339 3.460096 2.535475 -0.6 -2.6 -4.9 -0.3981
H 1.663229 -0.016621 -2.123300 -1.1 -3.0 1.0 0.4550
H -1.497475 -0.294587 0.461004 -0.2 0.2 0.0 0.2444
H -1.696793 -2.749008 -0.077748 -1.9 -0.8 0.7 0.2137
H -0.609314 -3.645841 -1.944993 2.0 2.9 1.7 0.4310
H -0.148545 1.596017 1.467719 0.1 0.3 -0.1 0.2019
H 0.633039 1.537865 3.076879 0.9 -1.0 1.6 0.1751
H -0.490645 3.953728 1.531646 0.8 -0.6 2.8 0.1988
H 0.268119 4.026875 3.343275 0.3 0.8 1.2 0.1933
N 1.076055 -0.806775 -1.601593 2.2 2.3 -1.9 -0.6295
N -0.171378 -2.754867 -1.395137 -2.4 -1.8 -1.9 -0.6199
O 0.431706 1.085076 -0.743620 0.0 1.4 0.6 -0.5962
O 1.425189 -2.524849 -3.028671 -0.2 0.0 0.1 -0.5932
```
Forces are in eV/Å.



# 3
DFT (the ωB97M-V functional and the def2-TZVPD basis) results for 2 unconnected molecules or ions with the total composition C6H8N2O2 in a non-equilibrium geometry.

Output
**SMILES string**: O=c1cc[nH]c(=O)[nH]1.C=C
**Largest force on an atom**: 4.28 eV Å⁻¹
**Energy relative to the best compared isomer or geometry (same formula, charge and spin)**: 43.32 kcal/mol
**Orbital gap**: 0.3712 hartree
**Multiplicity**: 1
**Total charge**: 0

Structure (XYZ):
```
18
Properties=species:S:1:pos:R:3:forces:R:3:nbo_charge:R:1
C -2.205094 -0.580294 0.262898 -1.4 0.3 -2.4 0.6303
C -0.828292 -0.999577 0.454676 -0.4 0.3 1.6 -0.3991
C -0.008573 0.039641 0.646440 0.8 -1.5 0.4 0.0803
C -1.642701 1.813055 0.542085 -2.8 -0.8 -1.7 0.7852
C 2.150306 -1.283841 -0.605345 0.9 -2.0 0.5 -0.3773
C 2.949115 -0.338034 -1.058420 -0.2 1.6 0.0 -0.3923
H -3.528844 0.977089 0.011868 -0.8 0.5 -0.1 0.4336
H -0.630025 -2.087542 0.620348 0.0 1.4 -0.5 0.2641
H 1.039046 -0.002583 0.803657 0.3 0.0 0.4 0.2097
H 0.275846 2.035477 0.373382 0.3 -0.3 0.6 0.4241
H 2.362528 -2.316996 -0.910686 -0.4 0.4 -0.3 0.1980
H 1.446294 -1.220917 0.229157 1.3 -0.6 -1.2 0.1807
H 3.649447 -0.506422 -1.883530 -0.2 0.0 0.5 0.2106
H 2.895918 0.715658 -0.677135 0.0 -1.0 -0.4 0.1800
N -2.588705 0.815587 0.270228 3.4 -1.9 1.7 -0.6422
N -0.370168 1.305843 0.653930 -0.7 3.6 -0.1 -0.6041
O -3.021519 -1.342307 -0.203020 -0.7 -0.6 0.6 -0.5855
O -1.944578 2.976165 0.469467 0.7 0.5 0.5 -0.5960
```
Forces are in eV/Å.



# 4
DFT (the ωB97M-V functional and the def2-TZVPD basis) results for a single C6H8N2O2 molecule in a non-equilibrium geometry.

Output
**SMILES string**: COC(=O)[C@]1(C)C=CN=N1
**Largest force on an atom**: 4.30 eV Å⁻¹
**Energy relative to the best compared isomer or geometry (same formula, charge and spin)**: 79.94 kcal/mol
**Orbital gap**: 0.3547 hartree
**Multiplicity**: 1
**Total charge**: 0

Structure (XYZ):
```
18
Properties=species:S:1:pos:R:3:forces:R:3:nbo_charge:R:1
C 0.679539 -1.175270 1.523848 1.6 1.4 -2.1 -0.1945
C 2.033319 -1.137751 1.424235 -1.5 -1.4 -0.6 -0.0764
C -0.008633 0.795944 0.042781 1.7 -0.7 0.8 0.8246
C 0.144238 -0.810298 0.128086 1.0 0.8 1.4 -0.0869
C -0.983113 -1.639894 -0.466475 -2.2 3.6 0.2 -0.5949
C -1.153127 2.566345 -1.075947 3.5 -1.0 -2.3 -0.2704
N 2.401356 -1.006131 0.014819 -0.8 0.1 0.5 -0.1305
N 1.367540 -0.856360 -0.673535 1.0 -0.5 -0.6 -0.1292
O 0.794841 1.526938 0.564081 -0.7 -0.1 0.2 -0.5944
O -0.926045 1.153263 -0.798584 -1.6 0.1 0.4 -0.5044
H 0.094811 -1.096349 2.380378 -0.8 -0.3 1.4 0.2203
H 2.781832 -1.450679 2.159064 -0.2 0.6 -0.4 0.2221
H -0.709551 -2.629234 -0.383774 0.5 -2.3 -0.3 0.2194
H -1.134616 -1.256724 -1.560274 -0.1 -1.1 2.1 0.2462
H -1.933747 -1.501806 0.253534 1.9 -0.1 -2.0 0.2179
H -0.742779 2.472520 -2.177087 -1.5 1.5 1.9 0.2154
H -0.549730 3.272604 -0.474966 0.1 -0.8 -0.3 0.2190
H -2.156133 2.772884 -0.880183 -1.7 0.2 -0.4 0.1966
```
Forces are in eV/Å.



# 5
DFT (the ωB97M-V functional and the def2-TZVPD basis) results for 2 unconnected molecules or ions with the total composition C6H8N2O2 in a non-equilibrium geometry.

Output
**SMILES string**: O=c1cc[nH]c(=O)[nH]1.C=C
**Largest force on an atom**: 7.22 eV Å⁻¹
**Energy relative to the best compared isomer or geometry (same formula, charge and spin)**: 92.03 kcal/mol
**Orbital gap**: 0.3449 hartree
**Multiplicity**: 1
**Total charge**: 0

Structure (XYZ):
```
18
Properties=species:S:1:pos:R:3:forces:R:3:nbo_charge:R:1
C -0.769669 -0.532780 -2.607826 -1.0 -3.7 -1.2 -0.4283
C -1.793923 -1.441735 -2.590641 3.4 -0.3 3.6 -0.4042
C -0.327378 -0.262270 1.724059 -0.9 -1.3 -3.0 0.6620
C -1.096382 -0.437331 0.474335 2.1 2.3 0.2 -0.4392
C -0.735183 0.366526 -0.569396 -1.8 3.2 0.2 0.0456
C 1.438592 0.731288 0.320620 2.7 3.5 -1.9 0.7780
H 0.019524 -0.449347 -1.797566 -0.7 -1.3 -2.9 0.2398
H -0.721748 -0.020952 -3.548405 0.5 1.1 -0.1 0.2140
H -1.733995 -2.211969 -1.636447 -0.9 1.9 -2.8 0.2059
H -2.534828 -1.373649 -3.340076 -0.8 -0.6 -0.5 0.2079
H 1.576466 -0.071296 2.161655 -0.8 1.6 -1.2 0.4388
H -1.974574 -1.002768 0.544209 -1.3 -0.3 -0.2 0.2465
H -1.548507 0.676815 -1.313048 1.6 -0.3 1.6 0.2627
H 0.764516 1.580077 -1.548801 0.7 0.9 -1.4 0.4315
N 0.883452 0.376036 1.484605 0.6 -2.4 3.4 -0.6483
N 0.541063 1.068114 -0.757609 -2.1 -3.6 5.9 -0.6443
O -0.657385 -0.726151 2.771701 0.1 0.0 1.4 -0.5652
O 2.643035 1.003883 0.338625 -1.5 -0.7 -1.2 -0.6034
```
Forces are in eV/Å.



# 6
DFT (the ωB97M-V functional and the def2-TZVPD basis) results for a single C6H8N2O2 molecule in a non-equilibrium geometry.

Output
**SMILES string**: [H]/N=C(/O)CN1[C@@H]2C(=O)C[C@@H]21
**Largest force on an atom**: 4.91 eV Å⁻¹
**Energy relative to the best compared isomer or geometry (same formula, charge and spin)**: 93.42 kcal/mol
**Orbital gap**: 0.3701 hartree
**Multiplicity**: 1
**Total charge**: 0

Structure (XYZ):
```
18
Properties=species:S:1:pos:R:3:forces:R:3:nbo_charge:R:1
O -0.075053 -2.762061 -1.219317 0.0 0.4 0.6 -0.5012
C 0.057519 -2.056378 -0.253839 -0.1 -0.5 -0.8 0.5761
C -0.612604 -2.042249 1.125730 -0.2 -0.1 0.3 -0.5445
C 0.510110 -1.086789 1.551232 0.1 -0.1 0.3 -0.0283
C 1.116339 -1.059702 0.146448 0.2 -0.1 -0.1 -0.1879
N 0.514520 0.102458 0.769876 0.2 0.1 0.0 -0.3939
C -0.676798 0.753949 0.268009 -0.1 -1.3 -1.1 -0.2974
C -0.300096 1.887911 -0.659615 1.0 3.3 3.5 0.5470
N 0.707280 2.674423 -0.460920 0.9 -2.1 -0.6 -0.7224
H -1.645049 -1.678397 1.209359 0.3 -0.1 0.0 0.2293
H -0.536785 -3.040882 1.576467 0.0 0.2 -0.1 0.2460
H 1.058034 -1.119405 2.492620 -0.2 0.1 -0.3 0.2222
H 2.149777 -1.021408 -0.198852 -0.3 0.0 0.1 0.2298
H -1.371624 0.112008 -0.297987 0.1 -0.2 0.3 0.1998
H -1.231632 1.160988 1.126570 0.2 0.2 -0.5 0.2393
O -1.344891 2.606857 -1.038857 0.1 3.3 -0.4 -0.6847
H 1.467852 2.166676 -0.012111 0.1 0.1 0.1 0.3581
H -0.810531 3.593095 -0.876881 -2.3 -3.4 -1.2 0.5129
```
Forces are in eV/Å.



The evaluated HOMO for the records listed, in turn: -7.6 -9.7 -9.6 -9.5 -9.3 -9.6 eV.